10
Properties=species:S:1:pos:R:3 method="wB97M-V/def2-TZVPD" homo_lumo_gap_ev=10.245 homo_ev=-9.6878 relative_energy_kcal_mol=95.31 largest_force_ev_per_a=7.3 energy_ha=-338.50131
C -0.129 1.011 -0.248
C 1.900 -0.408 -0.118
H -2.833 -0.396 0.729
H -1.389 -1.185 0.190
H 0.483 1.939 -0.110
H 2.026 -1.532 -0.504
N -2.132 -0.440 0.052
N -1.365 0.810 -0.002
O 0.568 -0.170 -0.253
O 2.871 0.371 0.265

10
Properties=species:S:1:pos:R:3 method="wB97M-V/def2-TZVPD" homo_lumo_gap_ev=9.399 homo_ev=-9.5499 relative_energy_kcal_mol=132.10 largest_force_ev_per_a=4.6 energy_ha=-338.44268
C -0.243 0.681 -0.014
C 1.162 0.785 0.024
H -2.637 -1.205 0.344
H -0.804 1.593 -0.315
H 1.497 1.865 0.074
H 0.487 -1.400 -0.101
N -0.788 -0.496 0.208
N 2.005 -0.145 0.012
O -2.212 -0.339 -0.139
O 1.534 -1.341 -0.092

10
Properties=species:S:1:pos:R:3 method="wB97M-V/def2-TZVPD" homo_lumo_gap_ev=10.530 homo_ev=-9.5447 relative_energy_kcal_mol=106.64 smiles="C#[N+][O-].NC=O" largest_force_ev_per_a=4.5 energy_ha=-338.48326
C -2.679 0.640 0.134
C 1.016 0.093 -0.029
N -2.249 -0.427 0.222
N 2.371 -0.107 -0.297
O 0.181 0.640 -0.717
O -1.854 -1.522 0.033
H -3.047 1.685 0.280
H 0.792 -0.248 1.092
H 2.798 0.026 -1.169
H 2.671 -0.779 0.452

10
Properties=species:S:1:pos:R:3 method="wB97M-V/def2-TZVPD" homo_lumo_gap_ev=10.631 homo_ev=-9.9992 relative_energy_kcal_mol=94.26 largest_force_ev_per_a=2.8 energy_ha=-338.50299
C 0.279 0.188 1.093
N -1.400 0.143 -0.733
C 1.144 0.339 -0.117
O -1.114 0.218 0.683
N 1.735 -0.665 -0.691
O 0.720 0.168 2.222
H -2.275 0.667 -0.806
H -1.643 -0.839 -0.881
H 1.648 -1.510 -0.114
H 0.907 1.290 -0.657

10
Properties=species:S:1:pos:R:3 method="wB97M-V/def2-TZVPD" homo_lumo_gap_ev=8.385 homo_ev=-7.7971 relative_energy_kcal_mol=152.85 largest_force_ev_per_a=4.7 energy_ha=-338.40962
C -1.433 0.472 -1.669
C 1.437 -0.644 1.331
N 1.345 0.547 0.756
N -1.726 0.951 -2.723
O -1.251 0.108 -0.580
O 0.345 0.084 1.854
H 1.118 -1.623 0.751
H 2.044 -0.886 2.227
H -0.580 -0.075 1.597
H -1.297 1.065 -3.544

10
Properties=species:S:1:pos:R:3 method="wB97M-V/def2-TZVPD" homo_lumo_gap_ev="8.565 / 9.261" homo_ev="-10.0640 / -10.2284" relative_energy_kcal_mol=163.80 largest_force_ev_per_a=5.2 energy_ha=-338.39216
C 0.853 -0.732 -0.278
C -0.604 -0.828 -0.166
N 3.117 1.759 0.362
N 1.326 0.574 -0.078
O 1.592 -1.578 -0.686
O 2.590 0.730 -0.072
H -1.174 -0.220 0.494
H -0.829 -2.039 -0.019
H -1.025 -0.561 -1.053
H 2.388 2.419 0.665

10
Properties=species:S:1:pos:R:3 method="wB97M-V/def2-TZVPD" homo_lumo_gap_ev=10.946 homo_ev=-10.3011 relative_energy_kcal_mol=51.61 largest_force_ev_per_a=0.4 energy_ha=-338.57095
N 1.894 -0.137 -0.036
C 0.628 0.011 0.245
O 0.535 0.315 1.492
N -0.473 -0.105 -0.561
C -1.768 0.113 -0.096
O -2.737 -0.014 -0.800
H 2.274 -0.391 -0.935
H 1.812 0.176 1.258
H -0.373 -0.370 -1.532
H -1.792 0.402 0.965

10
Properties=species:S:1:pos:R:3 method="wB97M-V/def2-TZVPD" homo_lumo_gap_ev=8.864 homo_ev=-9.9961 relative_energy_kcal_mol=166.97 largest_force_ev_per_a=5.7 energy_ha=-338.38711
C 0.349 -0.715 -0.256
C -0.671 -1.027 0.754
H 1.849 0.943 -1.964
H 0.846 -1.678 -0.791
H -0.874 -2.126 1.051
H -0.248 1.226 0.708
N 1.063 0.411 -0.470
N -1.712 -0.156 1.075
O 1.836 0.037 -1.795
O -1.223 1.251 1.017